<w>
DFT (ωB97M-V/def2-TZVPD) results for 2 unconnected molecules or ions with the total composition C4H10OSi.

Geometry as XYZ:
```
16
C4H10OSi (ωB97M-V/def2-TZVPD)
C -2.508 -0.613 0.412
C -2.863 0.818 0.142
C 1.675 -1.398 -0.855
C 2.526 1.075 0.516
O -1.415 -1.089 0.264
Si 1.441 -0.498 0.828
H -3.358 -1.234 0.756
H -3.325 0.878 -0.844
H -1.967 1.433 0.146
H -3.582 1.180 0.872
H 2.724 -1.521 -1.121
H 1.227 -2.389 -0.816
H 1.184 -0.861 -1.665
H 2.784 1.565 1.453
H 3.459 0.845 0.004
H 1.996 1.810 -0.092
```

Mulliken population analysis, charges in e, atoms 1 to 2:
1 C 0.15
2 C -0.85


<x>
DFT (ωB97M-V/def2-TZVPD) results for C4H10OSi in the gas phase.

## Properties
Structure (SMILES): C[C@H]1O[Si]1(C)C

Geometry as XYZ:
```
16
C4H10OSi (ωB97M-V/def2-TZVPD)
C 1.351 -0.297 2.329
C 0.527 -0.582 0.958
O -0.897 -0.304 0.935
Si -0.481 0.106 -0.619
C -0.783 -1.230 -1.833
C -0.573 1.970 -0.884
H 0.552 -0.292 3.015
H 2.063 -0.984 2.596
H 1.899 0.657 2.276
H 0.646 -1.697 0.751
H -1.855 -1.424 -2.134
H -0.285 -1.014 -2.839
H -0.185 -2.025 -1.480
H -0.702 2.043 -2.040
H -1.464 2.364 -0.438
H 0.187 2.709 -0.593
```

Mulliken population analysis, charges in e, atoms 1 to 2:
1 C -1.11
2 C 0.07


Which of them is the least stable? Correct choice: <w>.


<w>
DFT (ωB97M-V/def2-TZVPD) results for a gas-phase ion, C7H14 (charge -1).

## Properties
Spin multiplicity: 2
Total charge: -1

Geometry as XYZ:
```
21
C7H14 (ωB97M-V/def2-TZVPD)
C -1.812 1.807 0.948
C -1.384 1.420 -0.499
C -1.143 -0.100 -0.580
C 0.334 -0.500 -0.692
C 0.702 -1.330 -1.680
C 1.230 -0.233 0.491
C 2.185 -1.406 0.888
H -2.196 2.814 1.004
H -2.509 0.998 1.187
H -1.010 1.582 1.648
H -0.551 1.971 -0.922
H -2.315 1.540 -1.061
H -1.700 -0.662 -1.324
H -1.303 -0.588 0.394
H -0.019 -1.503 -2.464
H 1.748 -1.575 -1.796
H 1.889 0.576 0.196
H 0.686 0.052 1.362
H 1.603 -2.313 0.980
H 2.625 -1.051 1.810
H 2.939 -1.499 0.110
```

Mulliken population analysis, charges in e, atoms 1 to 2:
1 C -2.23
2 C -0.29


<x>
DFT (ωB97M-V/def2-TZVPD) results for a gas-phase ion, C7H14 (charge -1).

## Properties
Spin multiplicity: 2
Total charge: -1

Geometry as XYZ:
```
21
C7H14 (ωB97M-V/def2-TZVPD)
C -0.267 -0.251 -2.585
C -0.273 0.980 -1.692
C 0.992 1.107 -0.849
C 1.326 -0.068 0.082
C -1.555 -0.650 2.652
C -0.208 -0.494 2.009
C 0.123 -0.701 0.736
H 0.619 -0.225 -3.229
H -1.115 -0.273 -3.262
H -0.301 -1.156 -1.990
H -1.125 0.957 -1.012
H -0.418 1.897 -2.265
H 1.824 1.246 -1.558
H 0.925 2.010 -0.233
H 1.897 0.323 0.931
H 1.947 -0.818 -0.420
H -1.503 -0.888 3.718
H -2.045 0.345 2.623
H -2.188 -1.351 2.118
H 0.426 0.165 2.602
H -0.492 -1.359 0.134
```

Mulliken population analysis, charges in e, atoms 1 to 2:
1 C -1.31
2 C -0.62


Which of them is the least stable? Correct choice: <w>.